1.
116
Properties=species:S:1:pos:R:3:mulliken_charge:R:1 method="wB97M-V/def2-TZVPD" fmax_ev_per_a=1.3 lumo_ev=0.1 molar_mass_g_mol=1344.78 homo_lumo_gap_ev=9.4 spin_multiplicity=1
C 4.1414 5.4212 1.7293 -0.833
O 4.4005 4.6244 0.5981 -0.391
C 4.1695 3.2399 0.8228 -0.508
C 3.3968 2.5941 -0.3181 -0.160
C 2.6266 3.5440 -1.2373 -1.204
C 1.6655 4.5732 -0.6765 0.833
O 1.4999 5.5175 -1.8182 -0.433
C 0.4573 5.1252 -2.5341 0.416
O 0.0468 5.6553 -3.5379 -0.545
O -0.1334 4.0472 -1.9486 -0.363
C 0.1671 4.2848 -0.5578 -0.231
P -0.5625 3.1478 0.6815 0.724
O -1.4299 2.1618 -0.1812 -0.472
O -1.6584 4.0756 1.3945 -0.527
S 0.6079 2.3707 1.9694 -0.314
H 4.1770 6.4545 1.4117 0.284
H 3.1397 5.2251 2.1152 0.315
H 4.8544 5.2290 2.5266 0.326
H 3.7027 3.0755 1.7874 0.246
H 5.1382 2.7482 0.8822 0.432
H 2.7429 1.8088 0.0315 0.526
H 4.1241 2.1133 -0.9641 -0.284
H 2.0883 2.9345 -1.9518 0.451
H 3.3704 4.1240 -1.7642 0.406
H 2.0293 5.1619 0.1476 0.201
H -0.3224 5.2370 -0.3512 0.461
H -1.5831 1.3390 0.3050 0.265
H -1.2283 4.8946 1.6651 0.351
Cl -3.1020 5.3733 -7.2370 -0.211
C -2.3964 5.7943 -5.6523 0.076
C -3.0760 5.0858 -4.5151 -0.110
Cl -4.7474 5.6615 -4.2568 -0.243
H -2.4506 6.8737 -5.5424 0.359
H -1.3510 5.5005 -5.6838 -0.176
H -2.5285 5.2695 -3.5938 -0.091
H -3.1203 4.0136 -4.6854 0.384
Cl -0.2087 2.9411 5.7720 -0.167
C -1.3735 1.6667 6.2150 -0.460
C -1.0078 0.3317 5.6220 -0.255
Cl -1.1921 0.2930 3.8476 -0.037
H -2.3587 1.9877 5.8885 0.323
H -1.3697 1.5972 7.3014 0.317
H -1.6657 -0.4360 6.0261 0.324
H 0.0205 0.0644 5.8525 -0.014
Cl -0.2225 -4.1772 2.9906 -0.182
C -1.8345 -3.8577 2.2997 -0.286
C -1.7363 -3.0991 1.0045 -0.538
Cl -1.1061 -1.4510 1.2668 -0.051
H -2.4050 -3.3098 3.0451 0.343
H -2.3203 -4.8168 2.1298 0.133
H -2.7237 -3.0129 0.5534 0.324
H -1.0801 -3.5852 0.2938 0.198
Cl -0.8259 -3.4303 -2.1501 -0.155
C -1.5902 -2.4515 -3.4300 -0.436
C -2.9648 -1.9850 -3.0310 -0.371
Cl -4.1288 -3.3316 -2.9241 -0.191
H -1.6153 -3.0506 -4.3355 0.364
H -0.9481 -1.5896 -3.6001 0.288
H -3.3458 -1.2896 -3.7762 0.342
H -2.9453 -1.4858 -2.0658 0.192
Cl 4.3660 -2.2643 2.4353 -0.154
C 3.6583 -3.6673 3.2697 0.390
C 4.1527 -4.9772 2.7155 -0.498
Cl 3.5597 -5.2805 1.0621 -0.190
H 2.5796 -3.5800 3.1957 -0.259
H 3.9395 -3.5854 4.3188 0.029
H 3.7920 -5.7936 3.3385 0.316
H 5.2384 -5.0122 2.6904 0.364
Cl 3.6922 7.0317 -7.9724 -0.201
C 2.5780 7.2998 -6.6045 -0.463
C 1.5655 6.1963 -6.4660 -0.032
Cl 0.3770 6.1742 -7.7958 -0.191
H 2.0960 8.2620 -6.7525 0.344
H 3.1863 7.3480 -5.7035 0.295
H 0.9968 6.3308 -5.5493 -0.048
H 2.0446 5.2214 -6.4353 0.338
Cl 2.9284 -0.3454 6.3327 -0.157
C 3.8679 -1.5185 7.2928 -0.538
C 5.3540 -1.3407 7.1181 -0.480
Cl 5.8871 -1.7791 5.4750 -0.133
H 3.5532 -2.5157 6.9970 0.301
H 3.6023 -1.3640 8.3367 0.373
H 5.8822 -1.9897 7.8141 0.309
H 5.6561 -0.3137 7.3020 0.326
Cl -5.2317 -5.5490 2.4099 -0.162
C -5.2982 -6.6717 3.7936 -0.484
C -3.9229 -7.1045 4.2298 -0.487
Cl -3.1309 -8.1394 3.0150 -0.178
H -5.9111 -7.5202 3.5024 0.323
H -5.7921 -6.1482 4.6097 0.331
H -3.9971 -7.6858 5.1467 0.353
H -3.2741 -6.2513 4.4101 0.303
Cl 8.1614 1.6013 -0.5602 -0.182
C 7.9644 -0.1434 -0.8774 -0.398
C 7.2313 -0.4043 -2.1656 -0.473
Cl 5.5210 0.0935 -2.0788 -0.159
H 7.4443 -0.5784 -0.0321 0.249
H 8.9626 -0.5738 -0.9324 0.328
H 7.2433 -1.4705 -2.3840 0.301
H 7.6880 0.1274 -2.9956 0.324
Cl -6.4790 1.8995 -4.3323 -0.183
C -6.8531 2.8597 -5.7886 -0.208
C -8.3190 2.8319 -6.1267 -0.458
Cl -8.8573 1.2241 -6.6826 -0.193
H -6.2495 2.4736 -6.6050 0.297
H -6.5423 3.8818 -5.5807 0.101
H -8.5168 3.5309 -6.9368 0.310
H -8.9274 3.1075 -5.2701 0.329
Cl -3.4026 -12.1583 2.6483 -0.180
C -3.8710 -11.8705 0.9515 -0.465
C -4.8683 -10.7503 0.8162 -0.013
Cl -6.4588 -11.1748 1.5035 -0.196
H -4.2635 -12.8024 0.5547 0.345
H -2.9629 -11.6151 0.4090 0.289
H -5.0252 -10.5285 -0.2377 0.298
H -4.5226 -9.8504 1.3152 -0.070

2.
13
Properties=species:S:1:pos:R:3:nbo_charge:R:1 method="wB97M-V/def2-TZVPD" fmax_ev_per_a=2.5 lumo_ev=0.6 molar_mass_g_mol=134.22 homo_lumo_gap_ev=8.3 spin_multiplicity=1
C 0.0260 1.3983 -0.7019 -0.085
C -0.0936 -0.1154 -0.7099 -0.535
C -0.9282 -1.3138 1.4792 -0.387
C 0.4147 -1.4963 1.4708 -0.412
H 1.2171 1.7796 -2.2485 0.474
H -0.8460 1.9088 -1.1623 0.177
H -0.0363 1.6682 0.3671 0.189
H 0.0043 -0.4311 -1.7724 0.230
H -1.5793 -1.4963 2.2885 0.234
H 0.9335 -2.1150 2.1516 0.240
O 1.2289 1.7678 -1.3005 -0.720
S -1.6241 -0.5684 0.0456 0.275
S 1.2832 -0.9864 0.0927 0.319

3.
8
Properties=species:S:1:pos:R:3:nbo_charge:R:1 method="wB97M-V/def2-TZVPD" total_charge=-1 fmax_ev_per_a=1.4 lumo_ev=4.5 molar_mass_g_mol=78.12 homo_lumo_gap_ev=7.5 spin_multiplicity=1
C -0.5266 -0.3114 -0.7318 0.538
N -1.3917 -0.8848 0.2444 -0.894
O 0.1756 -1.0232 -1.4271 -0.685
H -0.9377 0.6398 -1.0708 0.109
H -1.3157 -0.3976 1.1328 0.382
H -1.1635 -1.8626 0.3750 0.356
S 0.8038 1.0844 0.9005 -0.911
H 2.0103 1.2806 0.3492 0.105

4.
122
Properties=species:S:1:pos:R:3:mulliken_charge:R:1 method="wB97M-V/def2-TZVPD" total_charge=-2 fmax_ev_per_a=13.1 lumo_ev=2.4 molar_mass_g_mol=1117.29 homo_lumo_gap_ev=4.1 spin_multiplicity=1
Rb -13.7045 -16.7659 -15.8968 0.805
B -12.4264 -20.6452 -17.8711 0.281
N -13.3128 -20.4353 -16.6090 0.571
C -13.5475 -21.4076 -15.6619 -0.452
C -14.6268 -21.0443 -14.8974 -0.658
C -14.9719 -19.8011 -15.4303 -0.195
N -14.2655 -19.4879 -16.5401 -0.854
N -10.9454 -20.6714 -17.3722 0.441
C -10.0916 -21.7026 -17.4126 -0.776
C -8.8986 -21.2646 -16.8542 -0.348
C -9.1207 -19.9097 -16.6857 -0.047
N -10.3122 -19.5394 -17.0423 -0.654
H -12.5822 -21.7622 -18.3910 -0.220
H -12.6147 -19.6196 -18.5155 -0.241
H -12.9084 -22.2833 -15.5742 0.396
H -15.1652 -21.4257 -14.0413 0.345
H -15.7529 -19.1414 -15.0720 0.462
H -10.2823 -22.5768 -17.9447 0.422
H -8.0141 -21.7943 -16.5799 0.195
H -8.3895 -19.2552 -16.2829 0.482
N -11.4106 -15.1158 -16.9449 -1.035
S -10.9877 -13.7117 -16.5643 1.293
N -11.6646 -12.8906 -15.2142 -0.195
S -12.8725 -11.9022 -15.3113 1.116
N -14.1242 -12.1704 -16.0757 0.231
S -15.4910 -13.2793 -16.0234 1.352
N -15.6449 -14.2792 -17.0595 -1.211
C -15.5185 -13.6157 -14.2398 0.910
C -14.3474 -14.2703 -13.9470 -0.625
C -14.4849 -15.0175 -12.7109 -0.854
C -15.6158 -14.8966 -11.7515 -0.931
C -16.6121 -14.1377 -12.2236 -0.735
C -16.6174 -13.4574 -13.4418 0.118
C -16.7514 -11.6866 -16.2327 -0.065
C -17.6611 -11.7732 -17.2582 -0.756
C -18.4286 -10.7657 -17.5371 -0.603
C -18.3744 -9.6179 -16.7268 -0.234
C -17.5139 -9.4475 -15.7737 -1.141
C -16.5288 -10.5227 -15.5639 0.618
C -12.8634 -11.8812 -13.3838 0.159
C -13.8928 -11.0759 -12.8754 0.318
C -14.4127 -10.8186 -11.5211 -1.059
C -13.7728 -11.8908 -10.6253 -0.302
C -12.6598 -12.9147 -11.1111 -0.869
C -12.4094 -12.9224 -12.5108 -0.299
C -12.3389 -10.2154 -15.4605 0.542
C -11.1820 -9.7057 -14.6888 -0.709
C -11.0502 -8.3794 -14.7521 -0.645
C -11.6295 -7.3821 -15.7345 -0.798
C -12.6656 -7.8696 -16.3740 -0.742
C -13.1149 -9.1640 -16.2127 -0.449
C -11.2500 -12.5445 -18.1498 0.888
C -10.0420 -12.0104 -18.6813 -0.133
C -10.2642 -11.1617 -19.7929 -0.893
C -11.5367 -11.2251 -20.3857 -0.316
C -12.6203 -11.9117 -19.9042 -0.740
C -12.4107 -12.6462 -18.7682 -0.878
C -9.2260 -13.5642 -16.0921 0.018
C -8.3479 -14.7264 -15.9658 -1.497
C -7.0655 -14.4118 -15.5824 -0.893
C -6.7775 -13.1664 -15.0258 -0.297
C -7.5814 -12.0880 -15.0562 -0.950
C -8.8735 -12.3685 -15.6071 0.522
H -6.9441 -18.5240 -14.6166 0.192
H -13.5708 -15.5042 -12.3493 0.546
H -15.5236 -15.6068 -10.9349 0.440
H -17.4604 -14.1637 -11.6007 0.403
H -17.5399 -12.7853 -13.6430 0.215
H -17.9070 -12.6311 -17.8873 0.371
H -18.9433 -10.6394 -18.3988 0.548
H -18.9260 -8.6966 -17.0545 0.206
H -17.4973 -8.5190 -15.4200 0.548
H -15.8276 -10.5314 -14.8148 0.292
H -14.4443 -10.4548 -13.6574 -0.476
H -15.1477 -10.2048 -11.3141 0.669
H -14.0635 -12.1830 -9.4412 0.164
H -12.6014 -13.7964 -10.6117 0.549
H -11.6961 -13.6448 -12.9347 0.496
H -10.8391 -10.2173 -13.8404 0.590
H -10.1266 -7.8262 -14.2022 0.148
H -11.2192 -6.6907 -16.1451 0.658
H -13.0308 -7.5226 -17.2754 0.386
H -13.8865 -9.5933 -16.8428 0.418
H -9.0442 -12.1767 -18.1408 0.260
H -9.3937 -10.9022 -20.4734 0.317
H -11.6360 -10.6437 -21.4670 0.092
H -13.5852 -11.8358 -20.4966 0.341
H -13.2769 -13.0798 -18.4731 1.140
H -8.7228 -15.6745 -16.1966 0.954
H -6.3261 -15.1136 -15.5629 0.845
H -5.7082 -13.0761 -14.6859 0.259
H -7.3274 -11.0542 -14.7863 0.414
H -9.6018 -11.5963 -15.4913 0.172
O -6.3456 -19.1046 -14.2903 -0.776
O -15.8254 -13.4469 -19.7149 -0.662
H -15.8872 -13.4930 -18.7048 0.219
H -16.0716 -14.3498 -19.9624 0.286
C -1.8820 -18.7452 -17.7349 -1.056
C -2.5426 -18.1823 -16.4429 -1.015
Sb -4.7351 -18.5165 -15.6863 0.543
C -4.2335 -17.1862 -14.0464 -0.614
C -3.3665 -17.8246 -12.9746 -1.130
C -4.0844 -20.5422 -15.1411 -0.789
C -4.8903 -21.5911 -15.9798 -1.078
H -1.3546 -17.9774 -18.2936 0.358
H -2.6376 -19.1493 -18.4555 0.215
H -1.1920 -19.6113 -17.5618 0.249
H -2.6103 -17.0542 -16.5756 0.280
H -1.8197 -18.2107 -15.6393 0.394
H -5.2710 -16.9835 -13.6904 0.245
H -3.8019 -16.2529 -14.4199 0.392
H -3.8318 -18.6555 -12.4993 0.324
H -3.0572 -17.1199 -12.2220 0.377
H -2.4148 -18.2754 -13.3533 0.213
H -4.3379 -20.6811 -14.0820 0.392
H -2.9313 -20.6121 -15.1446 0.381
H -5.9368 -21.4872 -15.7588 0.129
H -4.4888 -22.5430 -15.6955 0.443
H -4.6245 -21.6283 -17.0595 0.293
N -10.5586 -14.4077 -20.9464 0.212
C -10.1873 -14.6874 -22.0068 -0.327
H -10.9251 -14.4609 -20.0310 0.156